Computed, not measured: a structure of composition C31H68IN6O12PS2, with wB97M-V/def2-TZVPD.

Computed properties:
E_tot = -3887.855826 a.u.
molar mass = 938.9 g mol⁻¹
2S+1 = 1
maximum force = 15.5 eV/Å
energy relative to the best compared isomer or geometry (same formula, charge and spin) = 1103.0 kJ/mol
total charge = 0
frontier orbital gap = 6.3 eV

CARTESIAN COORDINATES (ANGSTROEM)
C: 4.15940 -2.88106 3.10326
C: 3.74615 -2.14349 1.80041
C: 4.92443 -1.60550 0.97168
C: 4.57452 -0.37610 0.08808
C: 3.18399 -0.56822 -0.53070
C: 2.87397 0.40606 -1.69774
C: 1.34510 0.39454 -1.93248
C: 0.71802 1.71610 -2.38507
N: 0.76357 2.83285 -1.41308
C: 0.49845 2.43473 -0.00984
C: 1.74527 2.43624 0.89334
C: 1.51102 1.63112 2.18204
C: 2.26176 2.30898 3.35530
C: 1.53940 3.58674 3.86631
C: 0.70885 3.37588 5.14836
C: -0.38010 2.31144 4.89409
C: -1.45955 2.90827 3.93750
C: -0.22636 3.82527 -1.72282
S: 0.22094 5.37558 -1.81121
S: -1.97894 3.47393 -2.02262
C: -2.67945 2.45030 -0.68020
C: -3.03951 1.01501 -1.14576
C: -1.97599 -0.00411 -0.71405
P: -2.48144 -1.76315 -0.49371
O: -3.80592 -1.66998 -1.61872
C: -3.65548 -2.30143 0.81889
C: -3.86480 -1.21735 1.94954
C: -3.40913 -1.68490 3.35374
C: -2.20557 -0.87730 3.92047
C: -0.91450 -2.02590 0.63846
C: -0.62434 -3.48021 0.84699
O: -0.37636 -4.18763 -0.01950
I: -0.57843 -4.40645 2.83373
H: 3.98141 -3.95360 3.03620
H: 5.18274 -2.63528 3.38905
H: 3.52673 -2.53572 3.92612
H: 3.18153 -2.85941 1.19561
H: 3.01990 -1.37635 2.07487
H: 5.20018 -2.40067 0.26777
H: 5.79503 -1.42575 1.60636
H: 4.54027 0.49478 0.75601
H: 5.35527 -0.19214 -0.65180
H: 3.08230 -1.57643 -0.94164
H: 2.45231 -0.34427 0.24421
H: 3.29811 1.40108 -1.55090
H: 3.35158 -0.01476 -2.58897
H: 1.16171 -0.31213 -2.74904
H: 0.83566 -0.04462 -1.07158
H: -0.28449 1.48980 -2.76833
H: 1.29337 2.04300 -3.25970
H: -0.13187 3.21938 0.41896
H: -0.06282 1.51074 0.10400
H: 2.66231 2.18498 0.36138
H: 1.86176 3.47905 1.20396
H: 1.89119 0.60694 2.12656
H: 0.42997 1.59519 2.35064
H: 3.21804 2.62543 2.93105
H: 2.42875 1.59147 4.16182
H: 2.31839 4.33014 4.05260
H: 0.91377 3.95188 3.04732
H: 0.19123 4.31647 5.34904
H: 1.38956 3.11531 5.96099
H: -0.89558 2.05385 5.82315
H: 0.03042 1.38112 4.50113
H: -1.20713 3.93174 3.65814
H: -1.57287 2.31757 3.02324
H: -2.42865 2.94620 4.43778
H: -3.61810 2.92705 -0.39384
H: -2.08071 2.41364 0.22434
H: -3.98517 0.76297 -0.65931
H: -3.22714 0.97673 -2.21711
H: -1.56272 0.30988 0.24766
H: -1.16126 0.04378 -1.44204
H: -1.88987 -2.71856 -1.36447
H: -3.39761 -1.53467 -2.48759
H: -3.36817 -3.23858 1.30139
H: -4.61011 -2.47775 0.32937
H: -4.93280 -1.01534 1.97316
H: -3.28249 -0.33974 1.65981
H: -3.22371 -2.75818 3.36483
H: -4.22750 -1.51069 4.05566
H: -1.34730 -1.51305 4.15053
H: -1.88188 -0.13386 3.18967
H: -2.49132 -0.37065 4.84192
H: -1.01597 -1.52889 1.60764
H: -0.00641 -1.64733 0.15241
C: 2.23996 -5.66642 -0.69799
N: 3.38315 -5.74718 -1.64719
O: 3.11752 -5.79080 -2.83784
O: 4.49966 -5.74830 -1.17299
H: 1.31302 -5.66732 -1.25912
H: 2.29581 -6.52941 -0.04063
H: 2.35238 -4.74126 -0.13929
C: 3.03931 -3.50654 -4.64662
N: 2.67019 -2.06882 -4.81337
O: 3.04261 -1.28461 -3.95851
O: 2.01569 -1.77564 -5.79691
H: 3.61404 -3.61277 -3.73687
H: 2.11714 -4.07615 -4.59119
H: 3.62748 -3.79712 -5.51237
C: 1.74401 -0.32648 -6.14209
N: 0.65615 0.65658 -5.86615
O: 0.63731 1.68161 -6.51709
O: -0.14205 0.35565 -4.99570
H: 2.37431 0.06870 -6.93067
H: 2.30807 -0.45921 -5.22220
H: 1.27615 -1.25805 -6.44708
C: -6.75397 -2.62054 -2.98041
N: -7.38927 -3.56945 -3.93796
O: -6.86645 -3.70393 -5.02808
O: -8.39079 -4.14436 -3.55664
H: -5.87992 -2.18552 -3.44869
H: -7.48780 -1.85534 -2.74363
H: -6.47640 -3.18452 -2.09523
C: -2.22552 7.36956 0.41331
N: -1.96031 7.40445 1.87927
O: -2.19669 6.39420 2.51909
O: -1.52377 8.44237 2.33441
H: -2.60662 6.38829 0.15269
H: -2.95768 8.14136 0.19299
H: -1.28562 7.56504 -0.09403

=====

Computed, not measured: a structure of composition C26H35BF5N9O4PbS, with wB97M-V/def2-TZVPD.

Computed properties:
E_tot = -2920.964440 a.u.
molar mass = 882.7 g mol⁻¹
2S+1 = 1
maximum force = 6.4 eV/Å
energy relative to the best compared isomer or geometry (same formula, charge and spin) = 83.9 kJ/mol
total charge = 0
frontier orbital gap = 7.2 eV

CARTESIAN COORDINATES (ANGSTROEM)
Pb: 3.21095 -2.43970 0.27917
C: -1.72315 0.14808 -4.44383
C: -0.97022 0.79388 -3.31715
N: -0.35286 -0.26490 -2.53024
C: 0.91084 -0.58810 -2.79518
C: 1.55270 -1.77807 -2.37572
C: 3.03783 -1.83611 -2.65480
O: 3.50396 -1.24169 -3.58971
O: 3.69691 -2.65030 -1.94593
C: 0.88717 -2.62701 -1.48770
O: 1.40276 -3.59702 -0.86853
C: -0.57846 -2.34000 -1.22526
C: -1.31714 -3.00680 -0.30240
C: -2.63761 -2.64848 0.00890
F: -3.50114 -3.40256 0.75440
C: -3.16550 -1.41665 -0.44488
C: -2.41906 -0.73146 -1.35827
C: -1.17938 -1.14101 -1.74538
N: -4.40551 -0.83643 -0.13618
C: -4.88580 -0.56264 1.23822
C: -5.88740 0.59811 1.23868
N: -6.86796 0.57836 0.16526
C: -6.54620 -0.11456 -1.12346
C: -5.54935 -1.30255 -0.94301
H: -2.14017 0.88843 -5.08187
H: -2.44773 -0.48110 -4.00335
H: -1.07479 -0.49703 -5.05436
H: -1.59804 1.44681 -2.67078
H: -0.15883 1.49549 -3.67866
H: 1.49719 -0.03650 -3.50897
H: -0.80662 -3.82252 0.19953
H: -2.62128 0.28503 -1.62618
H: -4.08927 -0.29876 1.92683
H: -5.40741 -1.37844 1.71691
H: -5.34825 1.55309 1.20490
H: -6.53943 0.64339 2.12138
H: -7.01715 1.52368 -0.02333
H: -7.80822 0.15064 0.49436
H: -6.22112 0.65501 -1.84525
H: -7.44258 -0.54867 -1.47018
H: -5.22056 -1.62333 -1.93457
H: -5.98552 -2.23759 -0.54482
F: -3.80906 2.76937 1.06634
B: -3.89007 3.24743 -0.25979
F: -3.74631 4.61670 -0.25991
F: -5.16943 2.74818 -0.74899
F: -2.91231 2.65561 -1.05896
N: -2.42585 1.04966 2.88990
C: -1.07000 0.70338 2.75998
C: -0.57812 -0.03463 1.64981
N: 0.66544 -0.48197 1.54053
C: 1.52982 -0.12028 2.56058
C: 1.02052 0.69692 3.60295
N: -0.24525 1.07616 3.72467
H: -2.90185 1.39894 2.06218
H: -2.45166 1.89845 3.52150
H: -1.22389 -0.27939 0.79361
H: 2.48603 -0.38205 2.45104
H: 1.72504 0.89175 4.41378
S: 4.70471 -4.47248 0.90062
C: 5.29422 -3.88032 2.38783
N: 5.62768 -3.54636 3.43410
C: 5.02310 2.67818 -0.16502
N: 5.16335 1.23576 -0.31279
C: 4.79674 0.70754 -1.56279
C: 5.35634 0.40210 0.76455
O: 5.12184 -0.79786 0.66024
N: 5.88285 0.90443 1.88872
C: 5.63046 0.19837 3.08640
C: 6.97916 1.81849 1.87566
H: 5.83283 3.18229 -0.68306
H: 5.05585 2.85372 0.87096
H: 4.04051 3.02579 -0.56319
H: 5.07443 1.43020 -2.37134
H: 3.64982 0.67583 -1.70438
H: 5.21980 -0.26393 -1.81601
H: 5.03599 -0.66921 3.00422
H: 5.18290 0.84579 3.81184
H: 6.60711 -0.19970 3.44664
H: 7.21213 2.12660 0.87247
H: 7.89824 1.33612 2.23992
H: 6.82029 2.64439 2.60657

=====

Computed, not measured: a cluster of 2 separate species, C5H4N in total, with wB97M-V/def2-TZVPD.

Computed properties:
E_tot = -247.084658 a.u.
molar mass = 78.1 g mol⁻¹
2S+1 = 1
maximum force = 4.0 eV/Å
energy relative to the best compared isomer or geometry (same formula, charge and spin) = 465.4 kJ/mol
total charge = +1
frontier orbital gap = 6.1 eV

CARTESIAN COORDINATES (ANGSTROEM)
C: 1.61003 0.49455 -0.11763
C: -2.56237 -0.56568 -0.01170
C: 1.62963 1.72875 -0.10999
C: -1.58893 0.46285 -0.22537
C: 1.43653 -0.78603 0.00293
N: -1.29320 -0.82363 0.08128
H: 1.66722 2.78434 -0.03771
H: -3.58102 -0.85893 0.33145
H: 2.23550 -1.30172 0.31138
H: 0.44661 -1.13450 -0.22465